(1)
{
  "formula": "C9H8NO2",
  "method": "ωB97M-V with the def2-TZVPD basis set",
  "relative_energy_kcal_mol": 88.7,
  "mol_weight_g_mol": 162.168,
  "fmax_ha_per_bohr": 0.10840,
  "total_energy_ev": -15043.7419,
  "total_charge": -1,
  "species": ["C", "C", "C", "C", "C", "C", "C", "C", "C", "N", "O", "O", "H", "H", "H", "H", "H", "H", "H", "H"],
  "positions_angstrom": [[-2.7139, -0.1092, 0.0084], [-2.5280, 1.2606, -0.2375], [-1.5955, -0.9648, 0.1743], [-1.3084, 1.8315, -0.1657], [-0.4105, -0.4024, 0.2153], [-0.1645, 0.9846, -0.0214], [2.0778, 0.4770, 0.0709], [3.3807, 0.3309, 0.0642], [0.8527, -1.1952, 0.3236], [1.1152, 1.4226, 0.0454], [1.3701, 2.6979, -0.2300], [1.1236, -2.3222, -0.4717], [-3.7079, -0.5451, 0.0903], [-3.4921, 1.7882, -0.2902], [-1.7573, -2.0092, 0.0198], [-1.0120, 2.8418, -0.1838], [4.0214, 1.1903, 0.3533], [3.7084, -0.6002, 0.2480], [1.2112, -1.4987, 1.2878], [1.6675, -2.2228, -1.3035]],
  "lowdin_charge": [-0.1258, -0.1387, -0.0864, -0.0283, -0.1882, -0.1442, -0.1364, -0.0338, -0.1437, -0.2597, -0.2387, -0.0756, 0.0734, 0.0940, 0.1034, 0.0775, 0.0502, -0.0229, 0.1068, 0.1171]
}

***

(2)
{
  "formula": "C9H8NO2S",
  "method": "ωB97M-V with the def2-TZVPD basis set",
  "relative_energy_kcal_mol": 109.0,
  "mol_weight_g_mol": 194.235,
  "fmax_ha_per_bohr": 0.07794,
  "total_energy_ev": -25879.6156,
  "total_charge": -1,
  "species": ["C", "C", "C", "C", "C", "C", "C", "C", "C", "N", "O", "O", "S", "H", "H", "H", "H", "H", "H", "H", "H"],
  "positions_angstrom": [[2.8188, 1.2857, -0.9661], [2.1664, 1.7022, 0.1650], [2.1876, 0.3952, -1.7890], [1.0412, 1.0326, 0.5650], [0.8739, -0.0562, -1.4607], [0.2723, 0.1872, -0.2618], [-3.0273, -0.4489, 1.0463], [-3.3053, -1.0942, -0.1092], [-0.9514, -0.4729, 0.1441], [-1.7133, -0.0842, 1.1727], [-1.3602, 0.5580, 2.2114], [0.0439, -2.3202, 1.0155], [-1.8451, -1.3440, -1.0514], [3.7964, 1.6901, -1.3345], [2.8219, 2.2345, 0.9375], [2.6772, -0.0541, -2.5827], [0.4645, 1.1617, 1.5354], [0.4271, -0.8558, -2.0296], [-3.8088, -0.1050, 1.6730], [-4.1297, -1.3143, -0.6778], [0.5498, -2.0974, 1.7970]],
  "lowdin_charge": [-0.1481, -0.1216, -0.0866, -0.0275, -0.0590, -0.2303, -0.1271, -0.3619, -0.4920, -0.2926, -0.1421, -0.4325, 1.0379, 0.1069, 0.1192, 0.0682, 0.1152, 0.0700, 0.1090, 0.0107, -0.1161]
}

***

(3)
{
  "formula": "C9H8NO5",
  "method": "ωB97M-V with the def2-TZVPD basis set",
  "relative_energy_kcal_mol": 0.0,
  "mol_weight_g_mol": 210.165,
  "fmax_ha_per_bohr": 0.09529,
  "total_energy_ev": -21189.3398,
  "total_charge": -1,
  "species": ["C", "C", "C", "C", "C", "C", "C", "C", "C", "N", "O", "O", "O", "O", "O", "H", "H", "H", "H", "H", "H", "H", "H"],
  "positions_angstrom": [[0.3304, 3.5760, 0.3644], [1.5087, 3.0339, -0.1692], [-0.8313, 2.8015, 0.4008], [1.5696, 1.6280, -0.5042], [-0.7466, 1.4364, 0.1838], [0.4563, 0.8486, -0.2677], [-3.7624, -1.6637, -1.0537], [0.1137, -2.6480, 0.6753], [0.6469, -0.6499, -0.4255], [-2.4506, -1.7746, -1.9163], [-4.7262, -1.6447, -1.7881], [-3.6147, -1.6190, 0.1443], [-1.9147, -0.6675, -2.2482], [1.1693, -1.2138, -1.3654], [0.1464, -1.2022, 0.7310], [0.2904, 4.6210, 0.7635], [2.3091, 3.7054, -0.4514], [-1.6973, 3.2627, 0.8116], [2.4663, 1.2101, -0.7041], [-1.6291, 0.8555, 0.2767], [1.1540, -2.9486, 0.7951], [-0.3057, -3.0995, -0.1928], [-0.4571, -2.8994, 1.5397]],
  "lowdin_charge": [-0.1094, -0.0683, -0.0811, -0.0068, -0.0008, -0.1223, -0.8328, -0.0396, -0.4405, 0.0547, -0.0166, -0.0153, -0.0975, 0.1093, -0.0431, 0.1061, 0.0851, 0.0910, 0.0734, 0.1052, 0.0884, 0.0788, 0.0822]
}

***

(4)
{
  "formula": "C9H8O2S",
  "method": "ωB97M-V with the def2-TZVPD basis set",
  "smiles": "O=C=C1C=CC=CC1.OC=C=S",
  "relative_energy_kcal_mol": 110.5,
  "mol_weight_g_mol": 180.228,
  "fmax_ha_per_bohr": 0.07260,
  "total_energy_ev": -24387.7122,
  "total_charge": 0,
  "species": ["C", "C", "C", "C", "C", "C", "C", "C", "C", "O", "O", "S", "H", "H", "H", "H", "H", "H", "H", "H"],
  "positions_angstrom": [[2.5201, -0.0493, 0.7579], [1.5960, -0.9802, 0.6888], [2.4608, 1.1161, -0.0463], [0.4954, -0.8731, -0.3209], [1.3091, 1.4548, -0.6582], [0.1775, 0.6226, -0.5822], [-4.8815, -1.0200, 0.0468], [-1.1309, 0.8138, -0.7401], [-4.0679, -0.7756, 1.0363], [-2.2687, 1.0000, -0.6999], [-5.4682, -0.1672, -0.9068], [-2.9393, -0.7449, 2.1512], [3.4619, -0.2829, 1.3809], [1.5470, -1.8404, 1.4296], [3.5146, 1.6519, -0.2026], [-0.4989, -1.1584, -0.0220], [1.1858, 2.3970, -1.2815], [-5.5176, -1.9334, 0.1670], [-4.9054, 0.5578, -1.0569], [0.8489, -1.6324, -1.0506]],
  "lowdin_charge": [-0.1625, -0.1139, -0.1233, -0.1345, -0.0940, -0.2097, -0.2542, -0.1169, -0.6442, 0.1752, -0.0001, 0.7346, 0.1321, 0.1297, 0.1471, 0.0787, 0.1337, 0.1383, 0.0505, 0.1332]
}

***

(5)
{
  "formula": "C9H9ClN2",
  "method": "ωB97M-V with the def2-TZVPD basis set",
  "smiles": "c1ccc(-n2cccn2)cc1.Cl",
  "relative_energy_kcal_mol": 31.2,
  "mol_weight_g_mol": 180.638,
  "fmax_ha_per_bohr": 0.07899,
  "total_energy_ev": -24980.3455,
  "total_charge": 0,
  "species": ["C", "C", "C", "C", "C", "C", "C", "C", "C", "N", "N", "Cl", "H", "H", "H", "H", "H", "H", "H", "H", "H"],
  "positions_angstrom": [[-1.7620, 2.4527, 1.1380], [-1.8613, 2.6592, -0.2668], [-0.8825, 1.4286, 1.2344], [1.9976, -2.0760, -0.9002], [0.8518, -1.9000, -1.6547], [2.4044, -1.2304, 0.1051], [-0.0911, -0.9789, -1.2780], [1.4907, -0.2247, 0.5359], [0.2525, -0.0760, -0.2052], [-1.1659, 1.8135, -0.9432], [-0.5176, 1.0785, -0.0226], [-2.0901, -1.7776, 1.4810], [-2.2271, 2.9571, 2.0042], [-2.4341, 3.3860, -0.8366], [-0.3535, 0.9515, 2.0072], [2.6759, -2.8451, -1.1758], [0.5222, -2.6111, -2.4445], [3.2389, -1.4354, 0.6705], [-0.8369, -0.5931, -1.9767], [-0.9203, -1.4773, 1.1553], [1.7084, 0.4985, 1.3730]],
  "lowdin_charge": [-0.0515, -0.1698, -0.1229, -0.1025, -0.0892, -0.0648, -0.0401, 0.0073, -0.2357, 0.0902, -0.1281, 0.3656, 0.1066, 0.1058, 0.0999, 0.0944, 0.1234, 0.0774, 0.1155, -0.3051, 0.1237]
}

***

(6)
{
  "formula": "C9H9F2N3O",
  "method": "ωB97M-V with the def2-TZVPD basis set",
  "relative_energy_kcal_mol": 53.9,
  "mol_weight_g_mol": 213.187,
  "fmax_ha_per_bohr": 0.09297,
  "total_energy_ev": -21426.4180,
  "total_charge": 0,
  "species": ["C", "C", "C", "C", "C", "C", "C", "C", "C", "N", "N", "N", "O", "F", "F", "H", "H", "H", "H", "H", "H", "H", "H", "H"],
  "positions_angstrom": [[0.8785, 1.1699, 1.4314], [4.0885, 0.3330, -1.0441], [3.6350, -0.7146, -0.1388], [2.6789, -0.3895, 0.7690], [-0.2525, 0.4616, -0.3517], [2.3636, 1.7892, -0.3586], [1.9648, 0.7663, 0.6310], [-2.5682, 0.1298, -0.1574], [-1.0659, -1.0837, 1.3433], [0.0605, 1.6534, 2.0737], [3.5919, 1.4873, -1.1100], [-1.1859, -0.2583, 0.1495], [-0.1093, 1.2704, -1.1799], [4.2291, -1.9074, -0.2932], [2.2078, -1.3103, 1.6529], [5.0173, 0.1478, -1.6169], [1.6376, 1.8581, -1.2151], [2.3041, 2.7715, -0.1309], [-2.9421, 0.7641, 0.6532], [-2.5709, 0.6348, -1.0967], [-3.1840, -0.7702, -0.1159], [-1.8593, -1.8185, 1.5662], [-0.3855, -1.8114, 1.1039], [-0.9821, -0.4070, 2.2185]],
  "lowdin_charge": [-0.2739, -0.1079, -0.1710, -0.1791, -0.3047, -0.1321, -0.1366, 0.0003, -0.0346, 0.1837, 0.0768, -0.1371, 0.1310, 0.0882, 0.0922, 0.1310, 0.1337, 0.0968, 0.1062, 0.0850, 0.0933, 0.1047, 0.0605, 0.0935]
}

***

(7)
{
  "formula": "C9H9F3N2O7Os",
  "method": "ωB97M-V with the def2-TZVPD basis set",
  "relative_energy_kcal_mol": 0.0,
  "mol_weight_g_mol": 504.402,
  "fmax_ha_per_bohr": 0.05626,
  "total_energy_ev": -37409.5240,
  "total_charge": 0,
  "species": ["Os", "O", "C", "O", "C", "C", "N", "N", "C", "C", "O", "O", "H", "H", "H", "C", "O", "H", "H", "H", "H", "C", "H", "H", "F", "C", "F", "F", "C", "O", "O"],
  "positions_angstrom": [[-0.2463, -0.7483, -0.8357], [4.0616, -0.0169, 3.0917], [2.8845, -0.0611, 3.6846], [2.7439, 0.0214, 4.8777], [1.6851, -0.2396, 2.8100], [0.3948, -0.3247, 3.2945], [-0.4194, -0.5322, 2.2491], [0.2710, -0.5920, 1.1140], [1.5480, -0.4060, 1.4214], [2.4819, -0.3324, 0.2492], [3.6773, -0.1693, 0.4319], [1.8844, -0.4145, -0.8915], [4.0041, -0.0673, 2.1001], [0.0425, -0.2402, 4.3080], [-1.4263, -0.5649, 2.2231], [0.6242, -0.3222, -3.7937], [-0.3302, -1.0645, -2.9999], [0.4660, 0.7497, -3.6786], [0.5179, -0.6066, -4.8388], [1.6134, -0.5908, -3.4366], [-1.2205, -0.7911, -3.2669], [-1.6031, -2.0929, -0.5074], [-1.4668, -3.1342, -0.7978], [-2.6037, -1.8419, -0.1444], [-2.7861, 3.5417, -1.6966], [-3.2110, 2.5168, -0.9475], [-4.3720, 2.0859, -1.4619], [-3.4559, 2.9778, 0.2791], [-2.1731, 1.3712, -0.9459], [-1.9268, 0.8365, -2.0382], [-1.6594, 1.0529, 0.1471]],
  "lowdin_charge": [1.4594, 0.1412, -0.4985, 0.1127, -0.0292, 0.0362, 0.0699, -0.1307, -0.1129, -0.5395, 0.0940, -0.1364, 0.0756, 0.1485, 0.1679, -0.0816, -0.2631, 0.0934, 0.0937, 0.0792, 0.0876, -0.1207, -0.0077, -0.0032, 0.1577, -0.5599, 0.1526, 0.1559, -0.5878, -0.0253, -0.0290]
}

***

(8)
{
  "formula": "C9H9FN3OS",
  "method": "ωB97M-V with the def2-TZVPD basis set",
  "mol_weight_g_mol": 226.256,
  "fmax_ha_per_bohr": 0.08113,
  "total_energy_ev": -29544.9392,
  "total_charge": -1,
  "species": ["C", "C", "C", "C", "C", "C", "C", "C", "C", "N", "N", "N", "O", "F", "S", "H", "H", "H", "H", "H", "H", "H", "H", "H"],
  "positions_angstrom": [[-1.6148, 0.9780, -1.1725], [-0.2712, 1.0858, -0.7833], [-2.0150, -0.1776, -0.3599], [1.1303, -0.2420, 0.7975], [2.6389, -1.7364, -0.6624], [3.3557, 0.2394, 0.3588], [4.6783, 0.7789, 0.6999], [-3.4319, -0.7233, -0.3817], [-4.3346, -0.1878, 0.7563], [-1.0264, -0.6414, 0.3258], [2.2277, 0.4718, 0.8859], [0.0197, 0.0662, 0.1061], [3.5614, -0.8822, -0.5284], [-5.5688, -0.8040, 0.5972], [2.8595, -3.0511, -1.6425], [-2.1898, 1.8342, -1.4173], [0.5873, 1.8369, -1.0839], [5.0592, 0.5483, 1.7401], [5.3747, 0.3386, 0.0038], [4.6050, 1.8746, 0.6428], [-3.4675, -1.8409, -0.2647], [-3.8822, -0.2881, -1.2745], [-4.2619, 0.9549, 0.8166], [-4.0337, -0.4325, 1.8403]],
  "lowdin_charge": [-0.0203, -0.0554, -0.3168, -0.0926, -0.8184, -0.3919, -0.0388, -0.1231, -0.2380, 0.1103, 0.0784, -0.1875, -0.1631, -0.0792, 0.3858, 0.0720, 0.1485, 0.0947, 0.0697, 0.0758, 0.1307, 0.1049, 0.1244, 0.1298]
}

***

(9)
{
  "formula": "C9H9FO2",
  "method": "ωB97M-V with the def2-TZVPD basis set",
  "smiles": "C[C@@H](F)CC1=CC(=O)C=CC1=O",
  "relative_energy_kcal_mol": 0.0,
  "mol_weight_g_mol": 168.167,
  "fmax_ha_per_bohr": 0.01871,
  "total_energy_ev": -16290.4343,
  "total_charge": 0,
  "species": ["C", "C", "F", "C", "C", "C", "C", "O", "C", "C", "C", "O", "H", "H", "H", "H", "H", "H", "H", "H", "H"],
  "positions_angstrom": [[-1.8576, 0.2654, 1.6200], [-2.0323, -0.4993, 0.3427], [-3.3999, -0.5518, 0.0835], [-1.3834, 0.1788, -0.8518], [0.1074, 0.1090, -0.7439], [0.8747, 1.2015, -0.8185], [2.3457, 1.1279, -0.6889], [3.0897, 1.9904, -1.1215], [2.8618, -0.0782, -0.0018], [2.1210, -1.1798, 0.0838], [0.7923, -1.1985, -0.5830], [0.3238, -2.2370, -1.0179], [-2.3363, 1.2323, 1.5541], [-2.3317, -0.2855, 2.4227], [-0.8135, 0.3967, 1.8810], [-1.6913, -1.5213, 0.4461], [-1.6643, 1.2231, -0.8051], [-1.7598, -0.2433, -1.7744], [0.4383, 2.1687, -0.9948], [3.8578, -0.0232, 0.3989], [2.4578, -2.0759, 0.5686]],
  "lowdin_charge": [-0.0252, -0.3901, -0.0206, -0.0820, -0.1436, 0.0690, -0.3737, 0.1070, 0.0205, 0.0322, -0.3358, 0.1221, 0.0878, 0.0839, 0.0844, 0.1369, 0.1223, 0.1364, 0.1292, 0.1197, 0.1197]
}

***

(10)
{
  "formula": "C9H9IrNO4S4Sb",
  "method": "ωB97M-V with the def2-TZVPD basis set",
  "s2": 1.21,
  "relative_energy_kcal_mol": 28.2,
  "mol_weight_g_mol": 637.419,
  "fmax_ha_per_bohr": 0.06785,
  "total_energy_ev": -71879.3804,
  "multiplicity": 2,
  "total_charge": -1,
  "species": ["Ir", "O", "C", "O", "C", "C", "C", "N", "C", "C", "C", "O", "O", "H", "H", "H", "S", "Sb", "S", "S", "C", "S", "C", "H", "H", "H", "H", "H", "H"],
  "positions_angstrom": [[-0.1466, -0.0437, 0.3271], [-4.0244, 2.3583, -5.1996], [-3.4189, 3.1485, -4.4985], [-3.3661, 4.3658, -4.4132], [-2.4718, 2.4262, -3.4224], [-1.6969, 3.1845, -2.5619], [-0.9095, 2.5143, -1.6408], [-0.8920, 1.1916, -1.5563], [-1.6366, 0.4685, -2.3838], [-2.4521, 1.0470, -3.3435], [-1.5776, -1.0787, -2.2010], [-2.2913, -1.7670, -2.9034], [-0.7672, -1.4466, -1.3118], [-1.7142, 4.2619, -2.6170], [-0.2814, 3.0471, -0.9370], [-3.0522, 0.4333, -3.9960], [0.2353, 0.7818, 4.7018], [1.8247, 0.3810, 3.0486], [0.8294, -1.5753, 1.9110], [0.9927, 1.8626, 1.2563], [-2.7965, -1.2807, 2.2468], [-2.7075, 0.1641, 1.1420], [-2.5447, 1.5413, 2.3238], [-2.0320, -1.2074, 3.0130], [-2.6124, -2.1507, 1.6234], [-3.7880, -1.3490, 2.6840], [-3.5018, 1.7351, 2.7977], [-2.2472, 2.4085, 1.7410], [-1.7797, 1.3187, 3.0649]],
  "lowdin_charge": [0.6541, -0.0171, -0.7268, -0.0331, -0.0783, 0.0011, -0.1530, -0.0409, -0.1935, 0.0594, -0.6503, 0.0599, -0.1817, 0.1111, 0.0584, 0.1260, -0.1529, 0.2651, -0.1625, -0.1420, -0.3649, 0.8033, -0.3665, 0.0106, 0.0420, 0.0410, 0.0441, 0.0328, -0.0451]
}

***

(11)
{
  "formula": "C9H9N2",
  "method": "ωB97M-V with the def2-TZVPD basis set",
  "relative_energy_kcal_mol": 227.4,
  "mol_weight_g_mol": 145.185,
  "fmax_ha_per_bohr": 0.08130,
  "total_energy_ev": -12443.7136,
  "total_charge": 1,
  "species": ["C", "C", "C", "C", "C", "C", "C", "C", "C", "N", "N", "H", "H", "H", "H", "H", "H", "H", "H", "H"],
  "positions_angstrom": [[1.3475, 1.3483, -1.9159], [2.2203, 0.4704, -1.2353], [0.0637, 0.9513, -1.8930], [0.4594, -0.5233, -0.0145], [-0.7473, 0.1579, 2.2472], [-1.9385, 0.4461, 1.8598], [0.4374, -0.2694, 1.4817], [-1.6779, -0.2895, -0.8939], [0.1984, -1.6286, 0.9332], [1.8372, -0.4048, -0.4419], [-0.4525, 0.0688, -0.9326], [1.6823, 2.1870, -2.3745], [3.2830, 0.4164, -1.4726], [-0.6082, 1.4489, -2.6622], [-0.5621, 0.6397, 3.2339], [-2.9049, 0.6806, 1.5399], [1.4014, -0.1288, 1.8200], [-2.3705, 0.1127, -1.5819], [-0.7827, -2.0054, 0.9778], [0.9556, -2.5221, 0.9022]],
  "lowdin_charge": [0.0105, -0.1325, -0.0080, -0.3788, -0.0568, 0.3587, -0.1411, 0.1807, -0.0084, 0.1447, -0.0712, 0.0900, 0.1377, 0.1663, 0.1789, 0.0727, 0.1305, 0.0506, 0.0967, 0.1786]
}

***

(12)
{
  "formula": "C9H9N3O",
  "method": "ωB97M-V with the def2-TZVPD basis set",
  "smiles": "C=C(C)n1cncc1-c1cocn1",
  "relative_energy_kcal_mol": 51.2,
  "mol_weight_g_mol": 175.191,
  "fmax_ha_per_bohr": 0.11323,
  "total_energy_ev": -15994.3310,
  "total_charge": 0,
  "species": ["C", "C", "C", "C", "C", "C", "C", "C", "C", "N", "N", "N", "O", "H", "H", "H", "H", "H", "H", "H", "H", "H"],
  "positions_angstrom": [[-0.6249, 2.3460, 0.2186], [1.4041, 1.9651, -0.0583], [-3.6743, -0.2781, -0.2843], [-1.6022, 0.1669, 0.0997], [-0.4694, 0.9805, 0.1107], [-1.8030, -1.1960, 0.1245], [1.4504, -0.5410, -0.1170], [2.8341, -0.7874, 0.6486], [1.0422, -1.4974, -0.9369], [0.5373, 2.9685, 0.1970], [-2.8683, 0.7518, -0.1647], [0.8680, 0.7007, -0.0273], [-3.1306, -1.4798, 0.0095], [-1.5748, 2.8903, 0.2675], [2.4465, 2.1748, -0.0729], [-4.7389, -0.2806, -0.3130], [2.8709, -1.9007, 0.9220], [2.9992, -0.2472, 1.4744], [3.6164, -0.6556, -0.1250], [0.0314, -1.5782, -1.4622], [-1.1836, -2.0441, 0.4464], [1.5695, -2.4584, -0.9576]],
  "lowdin_charge": [-0.1236, -0.1157, -0.1696, -0.2136, -0.1915, -0.0790, -0.2992, -0.0063, 0.0514, 0.0806, 0.1515, 0.0245, 0.0288, 0.1202, 0.1152, 0.1253, 0.1003, 0.0164, 0.0869, 0.0931, 0.1299, 0.0744]
}

***

Which formula does entry 6 have?
C9H9F2N3O

***

Number 4 is which compound?
C9H8O2S